# 1
Below is C12H30F4K2N2O16P2S4 as an isolated structure in a non-equilibrium geometry, with properties calculated with wB97M-V/def2-TZVPD.

Computed properties:
* LUMO energy: -0.126 Ha
* F_max: 10.895 eV/A
* total charge: 0
* calculated total energy: -5663.33139 a.u.
* HOMO energy: -8.833 eV

Last column: Mulliken charge in e.
Atoms and positions in Å:
K (-6.9444, -1.6585, 1.2353)  0.99
K (-6.0768, -5.2545, 5.1891)  0.98
S (-10.1291, -1.4161, -3.1390)  1.06
S (-8.7060, 0.3408, -3.8296)  1.07
S (-5.4482, -7.1052, 0.3807)  1.07
S (-3.2981, -6.2702, 0.9920)  1.03
P (-3.3987, 3.9839, -0.3239)  0.76
P (7.5058, -1.6329, 2.1698)  0.70
F (-8.6622, 1.9583, -3.4616)  -0.29
F (-3.0038, -5.1662, 2.2063)  -0.35
F (-6.8203, -6.5024, -0.1731)  -0.27
F (-10.4663, -2.2799, -1.7257)  -0.37
O (-5.8543, -7.9264, 1.5544)  -0.64
O (6.0186, -2.1158, 1.5200)  -0.35
O (-2.9512, -7.4588, 1.7173)  -0.50
O (-2.3059, -5.7863, 0.0214)  -0.55
O (7.8909, -2.2430, 3.4254)  -0.73
O (-2.6870, 5.2211, 0.4363)  -0.29
O (8.4258, -1.9362, 0.9468)  -0.07
O (-3.8957, 4.4633, -1.7932)  -0.17
O (-4.8344, -7.7008, -0.7579)  -0.54
O (-9.2170, -2.3930, -3.7731)  -0.53
O (-9.2436, 0.3415, -5.2143)  -0.51
O (-1.9053, 3.2593, -0.7189)  -0.37
O (7.3795, 0.0638, 2.0675)  -0.34
O (-11.4820, -1.2815, -3.6926)  -0.58
O (-4.3235, 3.1173, 0.4129)  -0.70
O (-7.2453, 0.0168, -3.7137)  -0.57
N (-4.9574, -5.8659, 0.9158)  -0.22
N (-9.6111, -0.1645, -2.4518)  -0.28
C (-1.7826, 6.2410, 2.5233)  -1.35
C (8.9016, -3.1838, 0.4796)  0.19
C (5.6784, -1.8175, 0.1868)  -0.18
C (-1.9866, 5.0328, 1.6497)  -0.09
C (5.0452, -3.1580, -0.3007)  -1.08
C (-4.2470, 6.2620, -3.4670)  -1.22
C (-3.4604, 5.7543, -2.2424)  -0.19
C (8.1621, 0.8875, 2.8599)  -0.26
C (9.6638, 0.8415, 2.4900)  -1.05
C (10.0172, -2.8830, -0.5415)  -1.28
C (-1.7195, 1.1248, 0.3062)  -0.82
C (-1.8361, 1.8768, -1.0283)  -0.26
H (10.0424, -0.1380, 2.7823)  0.28
H (-2.5969, 0.5372, 0.5764)  0.19
H (-3.8356, 7.2364, -3.7302)  0.36
H (8.0466, -3.5843, -0.0649)  0.00
H (4.5578, -2.8586, -1.2286)  0.37
H (9.4203, -3.8271, 1.1903)  0.29
H (9.9984, -3.6260, -1.3388)  0.37
H (8.0592, 0.5740, 3.8988)  0.31
H (-1.5380, 1.8472, 1.1021)  0.18
H (-2.6346, 6.6531, 3.0639)  0.32
H (-2.7879, 1.7002, -1.5293)  0.27
H (9.9802, -1.8961, -1.0028)  0.33
H (-5.2938, 6.3740, -3.1847)  0.32
H (9.7295, 0.9960, 1.4131)  0.25
H (4.3011, -3.5200, 0.4087)  0.26
H (7.9054, 1.9265, 2.6530)  0.32
H (-1.0708, 1.6005, -1.7536)  0.35
H (-4.2018, 5.5574, -4.2974)  0.31
H (-1.1022, 6.0588, 3.3551)  0.39
H (4.9353, -1.0437, -0.0057)  0.38
H (-1.2785, 7.0157, 1.9454)  0.34
H (5.7825, -3.9226, -0.5451)  0.25
H (10.9777, -2.8820, -0.0262)  0.35
H (-3.3978, 6.4751, -1.4272)  0.36
H (-2.3991, 5.8465, -2.4732)  0.34
H (6.5595, -1.5727, -0.4064)  0.27
H (-1.0186, 4.5393, 1.5630)  0.31
H (-2.5062, 4.3389, 2.3105)  0.30
H (10.1468, 1.6696, 3.0087)  0.42
H (-0.9708, 0.3387, 0.4039)  0.36

Cartesian forces, eV/Å:
K -0.07 0.09 -0.74
K 0.24 -0.44 -0.32
S -4.99 -7.53 -0.58
S 4.78 3.19 -1.70
S -7.05 -8.31 0.00
S 4.14 3.15 1.82
P 3.54 -1.21 -1.33
P -2.85 1.99 -2.23
F -0.59 -1.68 -0.03
F -0.70 0.01 -0.41
F -0.23 -0.38 -0.10
F 0.36 0.89 -0.52
O 0.21 0.44 -2.66
O 2.37 1.62 2.66
O -1.13 0.03 -0.95
O -3.16 -0.93 0.91
O -0.24 0.07 0.60
O -1.18 0.20 -0.87
O 1.10 1.02 0.46
O 0.34 0.43 2.04
O 0.31 -0.04 0.25
O -1.20 2.62 0.94
O 0.36 -0.41 3.88
O -1.23 1.59 0.36
O -0.84 -3.80 -0.86
O 2.50 -0.06 0.60
O 0.16 0.51 -0.29
O -3.94 0.30 0.21
N 7.29 6.48 1.77
N 2.90 2.66 -2.40
C 0.42 1.35 -0.21
C 0.70 0.45 -1.94
C -0.36 -2.22 -1.07
C 0.09 -1.40 2.35
C 0.21 1.48 -0.85
C -0.16 -0.60 1.30
C 0.79 1.61 -0.80
C 2.16 0.56 0.52
C -1.18 -0.26 0.09
C 0.18 0.17 0.14
C -0.02 -0.90 0.30
C -1.49 -0.55 0.56
H 0.47 0.17 -0.11
H -0.53 0.49 -0.14
H -0.05 -0.10 -0.18
H 0.16 -0.83 0.41
H -0.31 -0.52 -0.21
H -1.06 0.01 0.62
H 0.23 -0.07 0.10
H -0.21 0.52 0.19
H -0.02 -0.05 -0.05
H -0.47 -0.04 -0.68
H 0.00 -0.86 -0.05
H -0.58 -0.01 0.01
H -0.05 0.12 -0.15
H 0.28 -0.10 0.00
H 0.15 0.05 -0.04
H -0.82 -0.15 0.38
H 0.34 0.68 0.23
H 0.20 0.12 0.01
H 0.28 -0.69 -0.23
H 0.06 0.35 0.93
H -0.23 0.34 0.03
H -0.02 0.01 0.28
H 0.11 -0.28 -0.13
H -1.25 0.06 0.24
H 0.37 -1.31 -0.50
H 0.02 0.02 0.00
H 0.10 0.18 -1.04
H -0.58 -0.37 -0.35
H 0.28 -0.24 0.04
H 0.60 0.31 -0.53

=====

# 2
Below is a 5-piece molecular cluster, C14H39NO5S3 overall in a non-equilibrium geometry, with properties calculated with wB97M-V/def2-TZVPD.

Computed properties:
* LUMO energy: -0.004 Ha
* relative energy (zero: lowest compared OMol25 entry of this formula, charge and spin): 1.015 eV
* F_max: 14.264 eV/A
* total charge: 0
* calculated total energy: -2181.81640 a.u.
* HOMO energy: -6.303 eV

Last column: Mulliken charge in e.
Atoms and positions in Å:
S (3.6246, 0.7604, -2.5236)  0.79
S (1.9816, 1.9435, 2.8265)  0.69
S (1.4370, -2.6082, 2.0304)  0.91
O (1.0466, 2.7333, 3.7492)  -0.73
O (1.9825, 0.0754, 0.3263)  -0.65
O (3.6479, 0.8100, -4.0544)  -0.79
O (1.3503, -2.5578, 3.5433)  -0.74
O (-6.1514, -0.2112, -0.6090)  -0.39
N (-2.3052, 0.1334, -1.1851)  0.71
C (2.9413, 0.9340, 3.9412)  -0.89
C (-3.7601, 0.1923, -1.4676)  -0.90
C (4.0793, 2.1768, -1.8058)  -0.87
C (-2.1144, 2.5888, -0.6305)  -1.71
C (-4.7569, -0.4846, -0.3812)  -0.97
C (3.1775, 3.0650, 2.0821)  -0.76
C (2.5424, -3.9573, 1.6483)  -1.20
C (-0.1078, 0.6452, -2.5865)  -1.05
C (-0.0505, -3.4230, 1.4876)  -1.00
C (4.7427, -0.4613, -1.9533)  -1.01
C (-1.8071, -1.1767, -0.6539)  -1.85
C (-1.7516, 1.2104, -0.2071)  -0.43
C (-1.6000, 0.3569, -2.5346)  -1.30
C (-7.1221, -0.9128, 0.1506)  -0.74
H (-0.7648, -1.2780, -0.5007)  0.59
H (3.5569, 1.3972, 4.7884)  0.34
H (-3.8523, -0.3280, -2.3562)  0.52
H (0.4057, -0.0635, -1.7898)  0.17
H (4.6619, -0.4421, -0.9088)  0.25
H (-1.6913, 2.8668, -1.5071)  0.44
H (-7.9047, -0.4491, -0.3081)  0.28
H (2.2074, 0.2544, 4.4834)  0.25
H (3.8989, 2.4717, 1.3980)  0.12
H (-6.8621, -1.9746, 0.1143)  0.31
H (-1.7086, 3.3087, 0.1236)  0.43
H (-0.9288, -2.6989, 1.4261)  -0.02
H (2.5070, -4.0457, 0.5336)  0.32
H (-1.9895, -1.8560, -1.2549)  0.74
H (-2.3343, -1.3604, 0.2928)  0.57
H (3.5516, -3.8499, 2.0258)  0.33
H (4.3126, -1.4059, -2.2196)  0.31
H (3.7792, 3.5483, 3.0542)  0.27
H (5.7930, -0.3639, -2.1407)  0.40
H (-0.2073, -4.2359, 2.2098)  0.51
H (1.2294, -0.0504, 0.7977)  -0.11
H (5.1460, 2.3034, -1.6180)  0.39
H (-0.7722, 1.0361, -0.0420)  0.57
H (-2.1186, 0.9824, -3.2005)  0.76
H (3.6792, 2.8147, -2.2758)  0.58
H (3.6991, 0.4385, 3.3333)  0.29
H (0.0351, 0.3632, -3.6621)  0.31
H (2.8062, 3.8601, 1.4052)  0.35
H (3.8034, 2.1181, -0.6663)  -0.10
H (-4.5210, -0.3161, 0.6901)  0.41
H (-1.7640, -0.3626, -3.1687)  1.10
H (-4.7661, -1.4957, -0.3985)  0.56
H (0.2591, 1.4905, -2.1002)  0.24
H (-3.1398, 2.7697, -0.6668)  0.42
H (-3.9981, 1.2013, -1.6095)  0.44
H (2.1580, -4.8988, 1.8598)  0.47
H (-7.1702, -0.6327, 1.1802)  0.31
H (-2.1681, 0.9737, 0.8730)  0.33
H (0.1456, -3.9232, 0.6119)  0.40

Cartesian forces, eV/Å:
S -3.29 -3.94 -2.90
S -2.44 0.42 0.68
S 0.60 0.86 1.84
O 1.09 -0.17 -0.94
O 3.25 0.69 -3.00
O 0.81 0.56 1.29
O -0.12 -0.03 -1.02
O 2.13 1.79 -0.80
N 2.67 0.61 0.05
C 1.16 -0.15 1.70
C -1.17 -1.44 3.22
C 7.31 -6.52 10.37
C 0.85 0.37 3.25
C -0.50 2.35 0.76
C 3.39 0.52 1.62
C 0.04 0.51 -2.46
C -0.50 -4.07 1.55
C -1.40 0.64 2.09
C 0.25 0.12 0.10
C -0.25 5.42 5.76
C -4.80 -0.61 1.97
C 1.25 3.49 2.80
C 3.17 -0.38 0.38
H 1.28 1.06 0.33
H -1.09 0.28 -1.23
H -0.61 -1.02 -1.85
H -0.37 0.53 -2.06
H -0.43 0.16 1.84
H 1.35 0.70 -2.91
H -3.22 -0.30 -1.11
H 0.90 0.59 -1.25
H -1.06 0.62 1.52
H -1.00 -0.20 -0.37
H -0.27 -0.66 -0.42
H 1.33 -1.10 0.21
H 0.67 0.64 0.52
H -2.42 -6.49 -5.97
H 0.26 0.07 -0.27
H -0.06 0.39 0.02
H 0.05 -0.47 -0.57
H -1.35 -0.98 -2.81
H 0.55 0.17 -0.85
H -0.40 0.44 0.16
H -3.31 -0.56 2.56
H 0.40 0.36 -1.03
H 3.60 -0.58 -0.26
H -1.25 2.58 0.28
H -5.42 9.46 -6.06
H -0.40 -0.64 -0.05
H 1.24 0.85 1.13
H -0.51 -0.54 0.86
H -0.59 0.01 -2.26
H 0.31 0.86 -0.49
H -0.74 -5.75 -2.24
H 1.00 -3.62 -0.73
H 0.35 2.27 -0.40
H -1.79 0.21 0.00
H -0.53 1.36 -0.22
H -0.88 -1.71 1.41
H 0.40 0.39 1.01
H 0.23 0.33 -2.22
H 0.23 -0.74 -2.56

=====

# 3
Below is a 2-piece molecular cluster, C3H4N3P overall in a non-equilibrium geometry, with properties calculated with wB97M-V/def2-TZVPD.

Computed properties:
* LUMO energy (alpha / beta): 0.019 / -0.170 Ha
* relative energy (zero: lowest compared OMol25 entry of this formula, charge and spin): 0.939 eV
* F_max: 2.131 eV/A
* total charge: 0
* <S²>: 2.019
* calculated total energy: -622.11407 a.u.
* spin multiplicity: 3
* HOMO energy (alpha / beta): -9.183 / -9.185 eV

Last column: Mulliken charge in e.
Atoms and positions in Å:
P (1.4926, 0.5801, 1.4667)  0.06
N (2.3958, 2.8152, -0.2146)  -0.34
N (4.7237, -1.2725, -0.9389)  -0.26
N (-0.4423, 0.1378, -0.3627)  -0.47
C (4.1218, -0.7328, -0.1256)  0.17
C (2.0074, 1.9083, 0.3908)  0.25
C (0.6581, -0.5863, 0.1078)  -0.35
H (-1.2073, -0.4731, -0.6548)  0.20
H (1.5783, -0.7290, -0.5460)  0.18
H (-0.3153, 1.0270, -0.8945)  0.22
H (0.3440, -1.6497, 0.4209)  0.34

Cartesian forces, eV/Å:
P -0.26 -0.82 -0.18
N -0.07 -0.11 0.02
N 0.80 -0.73 -1.05
N -1.36 0.39 -1.18
C -0.81 0.71 0.96
C -0.30 -0.57 0.08
C 1.96 -0.14 0.83
H 0.34 0.83 -0.21
H -0.83 0.05 0.01
H -0.06 -1.50 0.61
H 0.59 1.91 0.12